1.
Entry from OMol25: 4 unconnected molecules or ions with the total composition C4H10N2O (ωB97M-V/def2-TZVPD).

Its LUMO energy is 0.51 eV. Its multiplicity is 1. Its total charge is 0.

Last column: Mulliken charge in e.
Cartesian coordinates (Å):
H  0.974  -1.598  -1.362  0.133
C  0.046  -1.627  1.719  0.826
O  -0.257  -1.210  2.776  -0.384
H  1.149  -3.007  0.646  0.333
N  1.042  0.758  -0.159  -0.462
N  0.313  2.824  -0.761  -0.779
H  -0.572  -2.758  0.099  0.344
C  0.015  1.629  -0.457  0.708
H  -1.402  0.137  -1.055  0.254
H  -1.568  0.658  0.623  0.239
H  1.174  -0.792  -1.180  -0.032
H  -0.489  3.387  -1.025  0.239
H  1.932  1.214  -0.010  0.217
H  -2.121  1.713  -0.693  0.354
C  -1.356  1.001  -0.391  -0.946
H  0.851  0.052  0.575  0.069
C  0.272  -2.381  0.653  -1.114

---

2.
Entry from OMol25: 3 unconnected molecules or ions with the total composition C4H10N2O2 (ωB97M-V/def2-TZVPD).

Its LUMO energy (alpha / beta) is 3.86 / 3.72 eV. The expectation value of S² is 0.770. Its multiplicity is 2. Its total charge is -1.

Last column: Mulliken charge in e.
Cartesian coordinates (Å):
N  -0.356  0.596  -1.520  -0.571
H  1.637  0.381  0.968  0.267
H  1.360  1.812  -1.147  0.395
H  2.314  -0.644  -0.790  0.326
H  -1.717  2.163  -0.509  0.355
H  -1.554  -1.910  1.770  0.348
C  0.675  1.069  -0.784  -0.764
H  0.150  -1.983  2.201  0.242
H  -2.855  1.776  -1.611  0.331
N  0.803  0.326  0.445  -0.289
C  -0.622  -1.389  1.771  -1.287
H  -0.799  -0.677  2.660  0.223
H  3.657  -0.862  -1.218  0.305
C  -0.299  -0.563  0.614  0.624
O  -2.654  1.905  -0.645  -0.801
H  -1.896  -0.735  -1.019  0.447
O  3.097  -0.859  -0.446  -0.709
C  -0.941  -0.405  -0.740  -0.440

---

3.
Entry from OMol25: 3 unconnected molecules or ions with the total composition C4H10N2O2 (ωB97M-V/def2-TZVPD).

Its LUMO energy is 0.50 eV. Its multiplicity is 1. The SMILES is Cc1cnc[nH]1.O.O. Its total charge is 0.

Last column: Mulliken charge in e.
Cartesian coordinates (Å):
C  -0.460  -1.292  0.630  -0.251
N  0.099  -0.531  -0.388  -0.068
H  -1.891  -1.453  -3.693  0.313
C  -0.413  0.724  -0.206  0.722
H  3.842  -0.685  4.708  0.315
H  -0.720  2.697  -1.279  0.325
H  0.882  1.959  -1.379  0.268
H  -0.936  -0.448  -2.929  0.366
C  -1.277  0.709  0.860  -0.560
H  -0.685  1.356  -2.155  0.175
H  2.602  -0.757  3.762  0.319
O  -1.266  -0.746  -3.806  -0.673
N  -1.330  -0.598  1.302  -0.573
H  0.797  -0.798  -1.042  0.213
O  3.028  -1.118  4.552  -0.636
H  -0.283  -2.289  0.994  0.416
C  -0.182  1.750  -1.252  -1.078
H  -1.808  1.520  1.321  0.408

---

4.
Entry from OMol25: 2 unconnected molecules or ions with the total composition C4H10N2O2 (ωB97M-V/def2-TZVPD).

Its LUMO energy is 0.53 eV. Its multiplicity is 1. The SMILES is CC(N)=O.CC(N)=O. Its total charge is 0.

Last column: Mulliken charge in e.
Cartesian coordinates (Å):
H  2.877  -1.419  -1.814  0.284
H  1.342  -1.979  -2.379  0.235
H  0.087  0.632  -1.392  0.289
C  1.817  -1.203  -1.766  -0.775
H  1.200  -1.132  -0.879  0.242
H  -1.775  2.190  1.107  0.204
C  -1.218  0.167  1.444  0.604
N  0.696  0.943  -2.138  -0.317
H  -2.084  -1.421  2.757  0.291
H  -2.502  1.542  2.459  0.193
O  2.463  0.482  -3.419  -0.647
H  0.621  1.897  -2.468  0.191
C  -1.275  -0.706  2.688  -1.097
N  -1.860  1.376  1.693  -0.389
H  -0.383  -1.352  2.683  0.301
H  -1.086  -0.085  3.557  0.354
O  -0.608  -0.025  0.421  -0.564
C  1.689  0.092  -2.557  0.600

---

5.
Entry from OMol25: 2 unconnected molecules or ions with the total composition C4H10N2O2 (ωB97M-V/def2-TZVPD).

Its LUMO energy is 0.89 eV. Its multiplicity is 1. Its total charge is 0.

Last column: Mulliken charge in e.
Cartesian coordinates (Å):
C  -0.367  0.294  0.472  0.787
O  -0.984  -1.016  -1.501  -0.549
H  -0.849  2.125  -1.480  0.246
C  -0.261  -0.983  -0.367  -0.034
H  -0.366  -2.994  -0.329  0.269
O  1.513  1.813  0.025  -0.612
H  0.196  1.132  2.358  0.367
N  -0.087  1.480  -1.672  -0.514
C  0.594  1.123  -0.414  0.055
H  -0.846  -0.108  -1.919  0.504
H  -0.408  -0.543  2.473  0.453
H  1.037  -0.365  -0.827  0.039
H  0.569  1.928  -2.303  0.251
H  1.223  -0.187  1.859  0.397
H  0.467  -2.320  0.996  0.217
H  -1.400  0.660  0.482  0.370
C  0.186  0.154  1.881  -1.799
N  -0.217  -2.193  0.267  -0.448

---

6.
Entry from OMol25: a molecular structure, C4H10N2O2 (ωB97M-V/def2-TZVPD).

Its LUMO energy is -3.35 eV. Its multiplicity is 1. Its total charge is 0.

Last column: Mulliken charge in e.
Cartesian coordinates (Å):
H  0.146  -1.179  -0.175  0.394
C  1.754  0.417  0.113  -0.781
C  0.316  0.850  -0.299  0.324
H  -1.937  -1.296  0.146  0.203
H  0.176  1.499  -1.209  0.322
H  2.252  1.186  0.720  0.360
H  2.206  0.096  -0.847  0.369
O  -0.192  1.536  0.704  -0.716
O  0.989  -1.783  0.600  -0.532
N  -0.305  -0.398  -0.783  -0.275
H  1.562  -0.528  2.119  0.267
H  -2.189  -0.899  -1.555  0.339
C  1.805  -0.850  1.075  -0.253
C  -1.825  -0.504  -0.609  -0.337
H  -1.899  1.350  0.178  0.288
N  -2.521  0.678  -0.271  -0.467
H  -3.240  0.967  -0.913  0.212
H  2.905  -1.140  1.005  0.285

---

7.
Entry from OMol25: 2 unconnected molecules or ions with the total composition C4H10N2O2 (ωB97M-V/def2-TZVPD).

Its LUMO energy is 0.65 eV. Its multiplicity is 1. The SMILES is CC(N)=O.CC(N)=O. Its total charge is 0.

Last column: Mulliken charge in e.
Cartesian coordinates (Å):
N  -2.520  -1.133  0.437  -0.414
H  -1.978  -1.842  0.903  0.254
H  -1.939  1.903  -0.695  0.251
C  2.342  -0.165  -0.404  0.401
C  -2.074  0.166  0.514  0.623
H  1.641  -1.945  -1.345  0.295
O  -1.288  0.528  1.357  -0.546
H  0.509  -1.234  -0.137  -0.086
H  -3.550  1.594  -0.125  0.281
H  1.980  -2.135  0.334  0.269
C  -2.656  1.109  -0.521  -1.022
H  2.301  1.619  0.481  0.291
H  -3.012  -1.421  -0.392  0.203
N  1.621  0.993  0.053  -0.410
H  1.298  1.494  -0.772  0.229
C  1.547  -1.440  -0.384  -0.435
O  3.482  -0.114  -0.787  -0.553
H  -2.906  0.582  -1.440  0.371

---

8.
Entry from OMol25: C4H10N2O2 in the gas phase (ωB97M-V/def2-TZVPD).

Its LUMO energy is 0.95 eV. Its multiplicity is 1. The SMILES is C/C(N)=C(/N)COO. Its total charge is 0.

Last column: Mulliken charge in e.
Cartesian coordinates (Å):
C  -0.097  1.004  0.051  0.460
H  0.468  2.722  0.931  0.263
C  -0.364  -1.408  -0.643  -0.916
C  0.587  1.425  -1.225  -1.442
O  1.108  -1.565  -0.860  -0.218
H  1.897  -2.984  0.028  0.321
H  -1.869  0.309  1.719  0.243
H  -1.829  -1.342  1.460  0.251
H  0.565  0.663  -2.007  0.302
O  1.726  -2.084  0.354  -0.365
H  1.636  1.667  -1.027  0.324
H  -0.820  -1.232  -1.622  0.260
H  0.098  2.313  -1.639  0.385
H  -0.233  1.588  1.943  0.247
H  -0.754  -2.347  -0.238  0.407
N  -0.244  2.000  1.010  -0.607
N  -1.277  -0.489  1.487  -0.658
C  -0.601  -0.241  0.279  0.744

---

9.
Entry from OMol25: 2 unconnected molecules or ions with the total composition C4H10N2O2 (ωB97M-V/def2-TZVPD).

Its LUMO energy is 1.02 eV. Its multiplicity is 1. Its total charge is 0.

Last column: Mulliken charge in e.
Cartesian coordinates (Å):
H  -0.941  -0.929  0.550  0.288
H  -1.069  0.896  -1.970  0.272
H  -0.748  -0.222  -3.324  0.263
C  -1.365  0.923  1.115  -0.521
H  -2.431  -0.839  1.405  0.215
H  0.747  1.742  -0.680  0.426
N  0.863  -0.364  -0.493  -0.545
C  1.038  0.842  -0.143  0.243
H  2.762  0.473  2.543  0.254
H  2.627  -0.698  1.190  0.302
O  1.723  1.149  0.959  -0.325
C  -0.304  0.312  -2.488  -0.624
N  -1.617  -0.341  1.035  -0.076
H  -2.172  1.448  1.664  0.202
C  2.107  0.062  1.778  -0.631
O  0.210  -0.704  -1.659  -0.243
H  1.227  -0.391  2.240  0.219
H  0.484  0.978  -2.855  0.279

---

10.
Entry from OMol25: 2 unconnected molecules or ions with the total composition C4H10N2O2 (ωB97M-V/def2-TZVPD).

Its LUMO energy is 0.47 eV. Its multiplicity is 1. The SMILES is CC(N)=O.CC(N)=O. Its total charge is 0.

Last column: Mulliken charge in e.
Cartesian coordinates (Å):
O  0.277  3.761  -1.424  -0.627
H  0.723  0.598  -0.988  0.279
H  -1.473  -1.425  -0.872  0.224
C  0.128  -1.780  0.632  0.610
H  0.248  -3.408  1.945  0.197
H  1.322  1.520  -2.462  0.258
N  0.825  1.519  -1.338  -0.375
O  0.503  -0.626  0.574  -0.613
C  -0.554  2.515  0.479  -0.677
C  0.198  2.676  -0.855  0.452
H  -0.262  -2.610  -1.263  0.312
H  0.348  2.653  1.147  0.196
H  -1.289  3.338  0.464  0.291
C  -0.787  -2.340  -0.439  -0.880
H  -1.408  -3.299  -0.331  0.324
H  -0.899  1.458  0.693  0.241
N  0.638  -2.514  1.715  -0.481
H  1.462  -2.036  2.321  0.269

---

11.
Entry from OMol25: a molecular structure, C4H10N2O2 (ωB97M-V/def2-TZVPD).

Its LUMO energy is 0.71 eV. Its multiplicity is 1. Its total charge is 0.

Last column: Mulliken charge in e.
Cartesian coordinates (Å):
N  1.454  1.375  -0.029  -0.506
H  3.646  -0.842  1.000  0.269
H  -3.505  0.746  1.209  0.252
O  1.333  -0.950  0.253  -0.605
H  -0.565  -1.523  -0.287  0.316
H  0.504  1.405  -0.115  0.401
H  -3.650  1.370  -0.511  0.245
H  3.607  -1.019  -0.660  0.324
C  -2.011  -0.072  0.046  0.600
C  2.015  0.046  0.101  0.505
H  -4.216  -0.551  -0.003  0.328
N  -1.592  -1.393  -0.237  -0.354
C  3.498  -0.299  0.086  -0.926
H  2.255  2.018  -0.940  0.294
H  4.325  0.506  -0.155  0.270
H  -2.309  -2.048  -0.039  0.217
O  -1.287  0.963  0.191  -0.698
C  -3.501  0.267  0.089  -0.931

---

12.
Entry from OMol25: C4H10N2O2S in the gas phase (ωB97M-V/def2-TZVPD).

Its LUMO energy (alpha / beta) is -1.07 / -1.91 eV. Its multiplicity is 1. Its total charge is 0.

Last column: Mulliken charge in e.
Cartesian coordinates (Å):
C  -0.345  1.006  -0.413  -1.313
H  -1.360  0.691  -0.674  0.550
H  0.195  -0.518  -2.350  0.454
O  -2.395  1.422  1.788  -0.488
H  -1.514  -1.182  0.721  0.310
C  1.658  -0.570  -0.034  -1.594
H  -1.390  -1.256  -1.662  0.365
N  -0.141  1.788  0.772  -0.212
C  0.145  -0.561  -0.341  1.557
N  -0.509  -1.199  0.738  -0.874
O  -0.373  1.417  3.364  -0.535
H  1.935  -1.619  0.004  0.430
C  -0.244  -1.136  -1.698  -1.483
S  -1.005  1.045  2.106  0.855
H  2.008  -0.057  0.849  0.330
H  0.280  1.247  -1.254  0.509
H  0.819  2.071  0.851  0.332
H  2.122  -0.355  -0.928  0.469
H  0.114  -2.235  -1.838  0.337

---

Max |F| for the records above, in order: 3.04; 6.03; 2.07; 2.36; 2.66; 3.85; 0.53; 2.01; 0.88; 5.61; 9.52; 6.15 eV/A
Energy above the lowest of the compared OMol25 structures with the same formula, charge and spin for the records above, in order: 91.40; 74.47; 50.75; 16.95; 77.32; 187.46; 25.79; 112.96; 149.87; 54.26; 82.03; 83.51 kcal/mol
E for the records above, in order: -9335.02383; -11382.56501; -11384.70229; -11386.16768; -11383.54972; -11378.77390; -11385.78447; -11382.00431; -11380.40388; -11384.55008; -11383.34581; -22216.25715 eV